# 1
The following is a DFT calculation (ωB97M-V/def2-TZVPD) of a 3-piece molecular cluster, C10H22BClI2N2O7PS overall.

```
47
Properties=species:S:1:pos:R:3:lowdin_charge:R:1
C 3.369 1.079 0.841 -0.11
C 2.743 0.619 -0.478 -0.21
C 1.236 0.872 -0.676 -0.20
C 0.363 0.603 0.547 -0.75
S 0.141 2.171 1.532 0.81
O 0.822 -0.447 1.303 -0.10
B 0.326 -1.677 0.579 -0.87
P -0.075 -3.126 1.882 0.59
O -0.296 -2.360 3.350 -0.42
Cl -2.015 -3.754 1.276 0.04
O -0.796 -1.187 -0.260 -0.18
C -1.079 0.100 0.244 -0.49
C -1.918 0.912 -0.727 -0.65
I -1.634 0.257 -2.779 0.93
C -3.442 0.942 -0.477 -0.84
C -3.849 2.291 0.108 -0.18
I -4.233 -0.650 0.725 0.87
H 4.140 0.367 1.114 0.04
H 2.679 1.116 1.668 0.03
H 3.860 2.048 0.748 0.07
H 3.238 1.173 -1.274 0.10
H 2.952 -0.422 -0.682 0.10
H 1.087 1.879 -1.061 0.10
H 0.909 0.201 -1.461 0.05
H 0.798 3.072 0.792 -0.14
H 1.276 -2.121 -0.052 0.08
H -0.791 -1.532 3.216 0.03
H -1.489 -0.029 1.250 0.10
H -1.588 1.942 -0.700 0.06
H -3.945 0.857 -1.424 0.00
H -3.205 2.565 0.937 0.07
H -3.726 3.022 -0.687 0.08
H -4.886 2.269 0.412 0.05
C 5.593 -0.186 5.064 0.04
N 5.097 -0.324 3.665 -0.44
O 5.931 -0.412 2.781 0.05
O 3.897 -0.342 3.522 0.09
H 6.677 -0.186 5.047 0.09
H 5.205 0.748 5.456 0.10
H 5.207 -1.030 5.628 0.10
C -3.757 -2.068 -5.503 0.03
N -4.504 -1.041 -6.282 -0.45
O -5.476 -0.529 -5.766 0.06
O -4.085 -0.787 -7.397 0.05
H -4.238 -2.190 -4.540 0.09
H -3.783 -2.990 -6.075 0.10
H -2.738 -1.714 -5.385 0.07
```

Output
- orbital gap (eV) = 6.41
- charge = -1
- maximum force (eV Å⁻¹) = 2.041
- 2S+1 = 1

# 2
The following is a DFT calculation (ωB97M-V/def2-TZVPD) of a 3-piece molecular cluster, C10H22Br4FIO3PS overall.

```
43
Properties=species:S:1:pos:R:3:lowdin_charge:R:1
C -1.996 -2.817 -0.847 -0.06
C -1.565 -1.324 -1.375 -0.31
F -1.292 -1.248 -2.844 -0.08
C -0.212 -0.807 -0.607 -0.32
S -0.633 -0.537 1.234 0.95
C -0.242 -2.055 2.257 -0.45
C 1.352 -2.410 2.400 -0.76
C 2.026 -3.117 1.079 -0.18
I 1.481 -3.941 4.020 0.81
P 0.628 1.149 1.780 0.61
O 0.682 1.423 3.336 -0.34
O 2.219 1.028 1.022 -0.23
O -0.155 2.556 1.030 -0.33
H -1.093 -3.550 -0.994 0.10
H -2.979 -3.161 -1.416 0.12
H -2.297 -2.771 0.306 0.08
H -2.451 -0.592 -1.052 0.11
H 0.041 0.284 -1.016 0.03
H 0.739 -1.470 -0.768 0.11
H -0.640 -1.827 3.359 0.11
H -0.840 -3.022 1.915 0.12
H 1.975 -1.490 2.825 0.10
H 2.631 -2.255 0.520 0.08
H 1.142 -3.427 0.371 0.07
H 2.753 -4.024 1.337 0.09
H 2.309 1.892 0.484 0.11
H -0.210 3.312 1.685 0.01
Br -3.052 2.157 -0.398 0.66
C -4.127 3.637 0.280 -0.66
C -3.394 4.951 0.147 -0.65
Br -2.028 5.140 1.526 0.70
H -4.394 3.391 1.312 0.06
H -5.032 3.636 -0.334 0.07
H -4.076 5.791 0.307 0.07
H -2.894 5.074 -0.817 0.06
Br 5.071 1.143 -2.177 0.64
C 3.690 -0.234 -2.232 -0.71
C 2.702 0.028 -3.344 -0.65
Br 1.453 1.445 -2.859 0.68
H 3.231 -0.265 -1.240 0.02
H 4.229 -1.169 -2.407 0.06
H 2.077 -0.853 -3.520 0.06
H 3.174 0.326 -4.284 0.06
```

Output
- orbital gap (eV) = 8.15
- charge = +1
- maximum force (eV Å⁻¹) = 7.564
- 2S+1 = 1

# 3
The following is a DFT calculation (ωB97M-V/def2-TZVPD) of C10H22CaN16O4 as an isolated structure.

```
53
Properties=species:S:1:pos:R:3:lowdin_charge:R:1
Ca 0.396 0.521 0.348 1.41
N -1.106 -2.358 1.654 0.03
N -2.350 -1.806 2.004 -0.05
C -2.720 -0.536 1.470 -0.53
N -4.031 -0.229 1.850 0.13
N -1.678 0.384 1.747 0.03
N -1.865 1.606 1.296 -0.50
O -2.935 2.023 0.864 0.04
O -0.826 2.329 1.276 -0.14
H -0.390 -1.951 2.241 0.07
H -0.863 -2.223 0.677 0.03
H -3.080 -2.489 1.860 0.12
H -4.677 -0.983 1.662 0.09
H -4.348 0.639 1.440 0.08
N -1.127 -0.208 -3.177 0.15
C 0.027 0.578 -3.116 -0.50
N 0.657 0.951 -4.214 0.03
N 1.708 1.662 -3.766 -0.09
N 1.708 1.693 -2.477 -0.10
N 0.642 0.998 -2.011 -0.10
C -1.944 -0.410 -2.099 -0.41
N -3.255 -0.694 -2.194 0.09
N -3.675 -0.816 -0.951 0.06
N -2.663 -0.638 -0.171 -0.09
N -1.533 -0.386 -0.839 0.04
H -1.592 -0.193 -4.071 0.14
C 1.570 -2.404 -3.916 -0.04
N 1.937 -1.916 -2.596 -0.16
C 3.203 -1.210 -2.469 -0.02
C 1.125 -2.070 -1.561 -0.34
O 1.341 -1.667 -0.409 -0.13
H 1.844 -1.652 -4.655 0.09
H 0.493 -2.547 -3.973 0.08
H 2.078 -3.343 -4.145 0.09
H 4.024 -1.875 -2.744 0.10
H 3.325 -0.889 -1.440 0.08
H 3.205 -0.337 -3.121 0.07
H 0.198 -2.604 -1.811 0.14
C 4.008 2.065 1.217 -0.01
N 4.273 0.808 1.910 -0.13
C 5.652 0.551 2.304 -0.04
C 3.275 -0.045 2.166 -0.48
C 3.607 -1.376 2.787 0.02
O 2.095 0.240 1.910 -0.13
H 3.770 2.863 1.921 0.11
H 3.181 1.951 0.525 0.07
H 4.891 2.342 0.645 0.10
H 6.146 1.505 2.474 0.09
H 6.199 0.013 1.526 0.10
H 5.697 -0.016 3.229 0.08
H 3.802 -1.253 3.854 0.10
H 4.481 -1.833 2.328 0.09
H 2.746 -2.025 2.661 0.09
```

Output
- orbital gap (eV) = 8.65
- maximum force (eV Å⁻¹) = 0.562
- 2S+1 = 1

# 4
The following is a DFT calculation (ωB97M-V/def2-TZVPD) of C10H22Cl2IO3P2Rh as an isolated structure.

```
41
Properties=species:S:1:pos:R:3:lowdin_charge:R:1
C -1.872 0.798 -1.487 -0.21
I 1.399 -1.897 1.498 0.90
H -2.766 0.166 -1.604 0.05
H -1.422 0.976 -2.474 0.04
H -2.169 1.764 -1.052 0.04
Rh -0.619 -0.253 -0.418 0.61
P 0.223 -1.567 -1.982 0.70
C 1.750 -0.969 -2.781 -0.23
C 0.657 -3.279 -1.483 -0.29
H 0.694 -3.929 -2.368 0.07
H -0.548 -2.572 -4.052 0.08
H -0.104 -3.649 -0.789 0.04
H -1.892 -2.182 -2.937 0.07
H 2.540 -0.899 -2.016 -0.06
H 1.633 -3.280 -0.976 0.00
C -0.943 -1.825 -3.354 -0.22
H 2.081 -1.651 -3.577 0.09
H -1.111 -0.880 -3.881 0.06
H 1.587 0.035 -3.193 0.07
P -1.495 0.855 1.781 0.91
C -0.553 2.313 2.304 -0.17
C -3.194 1.381 1.612 -0.21
H -1.733 -1.283 2.898 0.05
H -2.122 0.113 3.947 0.08
H -0.406 -0.325 3.623 0.05
C -1.419 -0.278 3.201 -0.22
H -3.762 0.534 1.233 0.07
H -3.513 1.654 2.615 0.08
H -0.972 2.741 3.216 0.10
H -0.510 3.033 1.489 0.08
H -3.229 2.224 0.928 0.06
H 0.479 2.095 2.577 0.04
C 0.721 1.118 -0.642 -0.25
O 1.505 1.961 -0.756 0.14
Cl 3.949 -0.001 -0.533 0.64
C 3.546 0.968 0.944 -0.97
Cl 4.099 2.638 0.819 0.71
C 2.140 0.947 1.718 -0.80
O 2.250 1.176 2.911 0.14
O 0.952 0.776 1.326 -0.41
H 4.149 0.454 1.716 0.08
```

Output
- relative energy (zero: lowest compared OMol25 entry of this formula, charge and spin) (kJ/mol) = 231.6
- orbital gap (spin up / spin down) (eV) = 7.26 / 5.18
- charge = +2
- maximum force (eV Å⁻¹) = 5.677
- 2S+1 = 5

# 5
The following is a DFT calculation (ωB97M-V/def2-TZVPD) of C10H22ClIO3PPt as an isolated structure.

```
39
Properties=species:S:1:pos:R:3:lowdin_charge:R:1
C -4.248 2.632 -5.087 -0.03
C -4.111 1.448 -4.178 -0.66
H -5.075 2.465 -5.788 0.13
H -3.325 2.776 -5.654 0.12
H -4.455 3.532 -4.503 0.12
O -4.789 0.458 -4.103 0.26
I -2.406 1.648 -2.825 1.14
Pt -0.872 -0.259 -0.036 0.88
P 0.872 -1.056 -1.211 0.59
C 1.198 -2.816 -0.935 -0.21
C 0.584 -0.827 -2.973 -0.24
H 2.307 0.810 -0.694 0.01
H 3.206 -0.579 -1.401 0.09
H 2.689 -0.613 0.320 0.05
C 2.424 -0.280 -0.694 -0.24
H 0.490 0.234 -3.220 0.02
H 1.426 -1.277 -3.518 0.09
H 1.964 -3.146 -1.652 0.09
H 0.282 -3.400 -1.084 0.07
H -0.343 -1.336 -3.259 0.06
H 1.574 -2.970 0.085 0.06
C -1.648 -1.740 0.648 -0.39
O -2.152 -2.692 1.094 0.17
Cl -0.058 1.836 -0.567 -0.07
C 2.929 -0.325 3.675 0.00
C 1.563 -0.894 3.320 -0.15
O 0.756 -0.043 2.509 -0.01
C 0.414 1.208 3.124 -0.18
C -1.067 1.324 3.396 -0.01
H 3.484 0.020 2.797 0.10
H 3.515 -1.093 4.173 0.12
H 2.832 0.516 4.366 0.10
H 1.648 -1.833 2.756 0.14
H 1.022 -1.120 4.257 0.19
H 0.985 1.327 4.056 0.14
H 0.727 1.980 2.409 0.15
H -1.427 0.474 3.983 0.11
H -1.286 2.240 3.962 0.13
H -1.630 1.371 2.454 0.06
```

Output
- relative energy (zero: lowest compared OMol25 entry of this formula, charge and spin) (kJ/mol) = 0.0
- orbital gap (spin up / spin down) (eV) = 7.53 / 5.81
- charge = +3
- maximum force (eV Å⁻¹) = 8.269
- 2S+1 = 5

# 6
The following is a DFT calculation (ωB97M-V/def2-TZVPD) of C10H22F3Li2NO4 as an isolated structure.

```
42
Properties=species:S:1:pos:R:3:lowdin_charge:R:1
Li 0.701 2.224 2.487 0.71
Li 1.059 0.902 0.475 0.58
O 2.249 1.230 2.078 -0.60
H 2.968 0.645 1.769 -0.09
O -0.232 2.252 0.809 -0.57
H -1.126 2.633 0.715 -0.07
C 2.819 1.861 -1.438 -0.10
C 1.536 1.401 -1.930 -0.30
N 1.057 0.139 -1.393 -0.24
C -0.335 -0.079 -1.856 -0.24
C -0.463 -0.220 -3.347 -0.08
C 1.916 -1.023 -1.588 -0.22
C 1.716 -2.037 -0.446 -0.07
H 3.148 2.828 -1.819 0.09
H 3.629 1.217 -1.779 0.08
H 2.997 2.035 -0.376 0.07
H 0.751 2.109 -1.665 0.11
H 1.624 1.413 -3.016 0.12
H -0.744 -0.970 -1.379 0.11
H -0.856 0.795 -1.464 0.10
H -1.504 -0.307 -3.656 0.08
H -0.091 0.607 -3.953 0.07
H 0.036 -1.132 -3.675 0.07
H 2.986 -0.821 -1.635 0.11
H 1.620 -1.464 -2.539 0.10
H 2.278 -2.942 -0.677 0.08
H 0.649 -2.235 -0.541 0.06
H 1.890 -1.814 0.607 0.07
C -4.327 0.402 1.599 -0.05
C -2.827 0.101 1.442 -0.27
O -2.398 -0.885 2.281 0.04
C -1.056 -1.155 2.342 -0.25
O -0.202 -0.646 1.582 0.07
C -0.662 -2.152 3.483 -0.49
F -1.613 -1.949 4.440 0.14
F -0.755 -3.422 2.995 0.15
F 0.570 -1.991 3.938 0.20
H -4.956 -0.398 1.208 0.07
H -4.548 1.365 1.138 0.08
H -4.501 0.378 2.675 0.08
H -2.370 1.046 1.737 0.10
H -2.630 0.059 0.371 0.12
```

Output
- relative energy (zero: lowest compared OMol25 entry of this formula, charge and spin) (kJ/mol) = 146.0
- orbital gap (eV) = 8.56
- maximum force (eV Å⁻¹) = 4.466
- 2S+1 = 1